No. 1
94
Properties=species:S:1:pos:R:3:lowdin_spin:R:1 method="wB97M-V/def2-TZVPD" e_homo_ha="-0.121 / -0.225" s2=0.782 gap_ha="0.0853 / 0.1897" e_above_lowest_ev=1.3487 charge=0 multiplicity=2 total_energy_ev=-98735.970
Pb -19.671 8.395 2.816 0.001
C -22.425 3.904 3.770 0.000
C -23.539 4.918 3.606 0.000
O -23.171 5.783 2.368 0.000
P -23.126 7.367 2.751 0.000
S -22.258 8.287 1.198 0.000
S -21.679 7.609 4.342 0.000
O -24.612 7.479 3.187 0.000
C -25.504 8.632 3.522 0.000
C -26.163 8.307 4.862 0.000
H -22.569 3.259 4.650 0.000
H -21.522 4.499 3.833 0.000
H -22.268 3.247 2.930 0.000
H -23.680 5.577 4.485 0.000
H -24.501 4.397 3.346 0.000
H -26.279 8.611 2.747 0.000
H -24.873 9.509 3.391 0.000
H -26.946 7.608 4.635 0.000
H -26.578 9.246 5.290 0.000
H -25.369 7.909 5.461 0.000
C -18.519 4.769 5.136 0.000
C -17.347 5.595 5.614 0.000
C -17.511 5.945 7.140 0.000
C -16.926 6.824 4.772 0.000
C -15.665 7.528 5.157 0.000
O -16.049 8.858 5.571 0.000
C -17.316 9.063 5.292 0.000
N -17.962 7.958 4.835 0.000
C -17.684 10.511 5.544 0.000
C -17.467 11.196 6.739 0.000
C -16.946 12.487 6.868 0.000
C -16.751 13.228 5.727 0.000
C -17.229 12.697 4.556 0.000
C -17.847 11.425 4.448 0.000
P -19.125 11.121 3.146 0.000
C -18.319 11.514 1.456 0.000
C -19.140 11.989 0.419 0.000
C -18.691 12.063 -0.926 0.000
C -17.377 11.694 -1.241 0.000
C -16.528 11.275 -0.210 0.001
C -16.978 11.112 1.111 0.002
C -20.252 12.504 3.413 0.000
C -19.935 13.826 2.977 0.000
C -20.879 14.791 3.295 0.000
C -21.880 14.579 4.246 0.000
C -21.953 13.335 4.866 0.000
C -21.142 12.301 4.437 0.000
H -18.554 3.824 5.676 0.000
H -18.463 4.575 4.045 0.000
H -19.480 5.333 5.310 0.000
H -16.453 4.925 5.560 0.000
H -18.233 6.745 7.324 0.000
H -16.611 6.142 7.730 0.000
H -18.024 5.017 7.480 0.000
H -16.948 6.416 3.714 0.000
H -15.079 7.701 4.244 0.000
H -15.071 7.102 5.983 0.000
H -17.640 10.613 7.657 0.000
H -16.678 12.938 7.820 0.000
H -16.305 14.221 5.657 0.000
H -17.186 13.247 3.578 0.000
H -20.077 12.388 0.689 0.000
H -19.398 12.548 -1.648 0.000
H -17.131 11.627 -2.314 0.000
H -15.588 10.859 -0.459 0.000
H -16.252 10.911 1.891 0.001
H -19.153 14.041 2.238 0.000
H -20.691 15.749 2.835 0.000
H -22.611 15.319 4.508 0.000
H -22.647 13.133 5.686 0.000
H -21.201 11.246 4.841 0.000
C -13.550 8.164 0.043 0.018
C -14.442 7.928 1.060 0.129
N -14.404 8.626 2.242 0.001
C -13.583 9.634 2.317 0.043
C -12.538 9.899 1.367 0.077
C -12.472 9.086 0.213 0.119
C -11.517 10.873 1.657 0.140
C -11.525 11.850 2.594 0.143
C -10.600 13.003 2.475 0.079
C -10.530 14.149 3.353 0.035
C -9.786 15.204 2.941 0.022
N -9.337 15.324 1.666 0.072
C -9.413 14.250 0.913 -0.002
N -9.993 13.061 1.282 0.083
H -13.675 7.597 -0.825 -0.003
H -15.151 7.094 0.993 0.011
H -13.732 10.244 3.202 0.004
H -11.763 9.261 -0.618 0.006
H -10.640 10.907 0.987 0.005
H -12.136 11.831 3.534 0.012
H -10.948 14.070 4.355 0.001
H -9.435 16.000 3.623 0.000
H -9.093 14.369 -0.103 -0.002

No. 2
20
Properties=species:S:1:pos:R:3:nbo_charge:R:1 method="wB97M-V/def2-TZVPD" e_homo_ha=-0.402 smiles=CCC(C)C.O gap_ha=0.4329 e_above_lowest_ev=0.4052 charge=0 total_energy_ev=-7459.380
C 0.196 -2.103 0.209 -0.608
C 0.280 -0.765 -0.489 -0.406
C 0.710 0.379 0.439 -0.222
C 0.158 1.684 -0.161 -0.611
C 2.225 0.386 0.649 -0.604
H 1.157 -2.411 0.632 0.199
H -0.525 -2.163 1.027 0.199
H -0.090 -2.913 -0.467 0.211
H 1.003 -0.828 -1.317 0.196
H -0.657 -0.603 -1.022 0.215
H 0.285 0.124 1.416 0.185
H 0.717 2.571 0.155 0.210
H -0.782 1.916 0.352 0.201
H 0.009 1.587 -1.225 0.219
H 2.691 -0.593 0.734 0.209
H 2.477 1.046 1.477 0.208
H 2.701 0.814 -0.241 0.199
H -3.885 0.396 -0.276 0.467
H -2.431 0.457 0.102 0.467
O -3.009 0.374 -0.675 -0.933

No. 3
96
Properties=species:S:1:pos:R:3:mulliken_charge:R:1 method="wB97M-V/def2-TZVPD" e_homo_ha=-0.662 gap_ha=0.1886 e_above_lowest_ev=1.6091 charge=+4 total_energy_ev=-106699.698
W 1.193 0.476 1.124 -1.120
S 2.172 -1.770 1.194 -0.580
P 0.272 -2.298 0.539 1.583
C -0.235 -0.642 0.186 0.576
P -1.734 0.203 0.582 1.459
S -0.873 1.767 1.637 -0.591
C -2.504 0.851 -0.897 1.179
C -3.063 2.128 -0.906 -0.444
C -3.790 2.545 -2.015 -0.771
C -3.974 1.684 -3.093 -0.835
C -3.423 0.405 -3.080 -0.661
C -2.685 -0.015 -1.982 -0.683
C -3.043 -0.489 1.574 0.907
C -4.306 -0.686 1.008 -0.834
C -5.341 -1.139 1.812 -0.811
C -5.121 -1.395 3.158 -0.929
C -3.860 -1.201 3.719 -0.203
C -2.824 -0.745 2.930 0.614
C 0.413 -3.303 -0.918 0.745
C -0.744 -3.506 -1.682 -0.545
C -0.687 -4.328 -2.793 -0.963
C 0.515 -4.938 -3.145 -0.654
C 1.659 -4.737 -2.383 -0.825
C 1.616 -3.919 -1.262 -0.794
C -0.519 -3.216 1.846 1.240
C -1.207 -4.392 1.547 -0.756
C -1.743 -5.148 2.581 -0.864
C -1.588 -4.735 3.896 -0.769
C -0.899 -3.560 4.193 -0.747
C -0.362 -2.801 3.173 -0.206
H -2.937 2.789 -0.055 0.604
H -4.236 3.532 -2.028 0.501
H -4.558 2.006 -3.948 0.450
H -3.586 -0.265 -3.915 0.521
H -2.258 -1.013 -1.961 0.347
H -4.492 -0.477 -0.037 0.481
H -6.325 -1.284 1.386 0.495
H -5.941 -1.733 3.780 0.462
H -3.703 -1.398 4.773 0.492
H -1.844 -0.565 3.343 -0.890
H -1.685 -3.050 -1.390 0.670
H -1.579 -4.509 -3.382 0.501
H 0.556 -5.582 -4.014 0.482
H 2.585 -5.228 -2.653 0.499
H 2.505 -3.784 -0.658 0.551
H -1.310 -4.732 0.524 0.486
H -2.263 -6.071 2.359 0.490
H -1.983 -5.345 4.700 0.469
H -0.771 -3.265 5.227 0.470
H 0.217 -1.918 3.391 0.223
N 3.602 1.281 2.089 -0.428
N 3.605 0.792 0.737 -0.537
H 4.274 2.026 2.249 0.309
H 3.903 0.521 2.685 0.240
H 4.342 0.106 0.608 0.368
H 3.812 1.569 0.122 0.233
C 2.321 1.643 5.231 -1.082
S 0.794 1.404 4.349 0.584
C 0.004 0.267 5.462 -0.777
O 1.240 0.495 3.141 -0.159
H 2.761 0.682 5.497 0.395
H 2.065 2.210 6.130 0.515
H 2.992 2.244 4.620 0.336
H -0.096 0.795 6.415 0.602
H 0.623 -0.623 5.578 0.393
H -0.989 0.033 5.089 -0.022
C 2.898 3.893 -4.862 -1.061
O 2.205 3.009 -3.946 -0.241
C 2.801 1.855 -3.619 0.558
C 4.155 1.597 -3.814 -0.632
C 4.699 0.384 -3.427 -0.842
C 3.913 -0.598 -2.829 -0.904
C 2.560 -0.374 -2.671 0.038
C 2.003 0.831 -3.077 -0.219
N 0.567 0.970 -3.122 0.468
C -0.130 2.012 -2.803 -1.793
C 0.176 3.046 -1.835 1.979
C -0.415 4.292 -2.074 -1.275
C -0.212 5.372 -1.241 -1.191
C 0.580 5.221 -0.113 -0.758
C 1.132 3.984 0.176 -0.304
C 0.936 2.904 -0.668 0.727
O 1.414 1.684 -0.218 0.992
H 2.177 4.649 -5.149 0.280
H 3.230 3.347 -5.744 0.431
H 3.746 4.365 -4.369 0.398
H 4.781 2.343 -4.284 0.534
H 5.748 0.191 -3.615 0.471
H 4.352 -1.544 -2.536 0.532
H 1.912 -1.142 -2.269 0.460
H 0.108 0.318 -3.750 0.480
H -1.088 2.104 -3.308 0.700
H -1.021 4.408 -2.967 0.618
H -0.666 6.329 -1.463 0.534
H 0.763 6.064 0.542 0.522
H 1.718 3.831 1.071 0.505

No. 4
17
Properties=species:S:1:pos:R:3:nbo_charge:R:1 method="wB97M-V/def2-TZVPD" e_homo_ha=-0.319 smiles=C1CCNC1.O gap_ha=0.3428 e_above_lowest_ev=1.3922 charge=0 total_energy_ev=-7863.161
N -1.227 -0.938 0.734 -0.617
C -1.177 -1.436 -0.624 -0.228
C 0.176 -1.025 -1.209 -0.440
C 0.725 0.130 -0.342 -0.423
C -0.606 0.394 0.670 -0.208
H -0.638 -1.492 1.348 0.340
H -1.215 -2.526 -0.681 0.198
H -2.012 -0.978 -1.157 0.184
H 0.813 -1.906 -1.187 0.193
H 0.090 -0.777 -2.273 0.205
H 1.499 -0.272 0.293 0.186
H 0.975 1.008 -0.914 0.223
H -0.240 0.741 1.620 0.191
H -1.267 1.084 0.154 0.189
H 1.617 3.352 0.964 0.469
H 1.451 2.056 1.648 0.465
O 1.037 2.583 0.955 -0.927

No. 5
48
Properties=species:S:1:pos:R:3:nbo_charge:R:1 method="wB97M-V/def2-TZVPD" e_homo_ha="-0.392 / -0.392" gap_ha="0.2277 / 0.2276" e_above_lowest_ev=2.4568 charge=+1 total_energy_ev=-42845.272
Os -0.794 -1.233 -0.878 0.752
C 4.445 -1.114 1.188 -0.183
C 3.425 -2.031 1.401 -0.193
C 2.126 -1.727 1.021 -0.246
C 1.868 -0.499 0.426 0.148
C 2.879 0.425 0.200 -0.235
C 4.170 0.110 0.591 -0.176
N 0.527 -0.231 0.031 -0.139
N 0.094 1.017 -0.122 -0.011
C -2.225 0.875 -0.211 0.132
C -3.065 1.891 0.173 -0.254
C -4.171 1.512 0.939 -0.202
C -4.382 0.181 1.279 -0.203
C -3.500 -0.827 0.876 -0.218
C -2.410 -0.455 0.109 -0.240
H 5.456 -1.352 1.490 0.234
H 3.636 -2.981 1.874 0.234
H 1.310 -2.417 1.199 0.246
H 2.657 1.368 -0.283 0.236
H 4.967 0.821 0.422 0.233
H -2.893 2.924 -0.100 0.227
H -4.872 2.266 1.268 0.224
H -5.249 -0.084 1.871 0.223
H -3.682 -1.856 1.159 0.217
N -0.978 0.902 -1.000 -0.400
C 0.178 2.005 0.901 0.149
C 0.149 3.336 0.507 -0.217
C 0.190 4.319 1.481 -0.195
C 0.269 3.966 2.823 -0.179
C 0.297 2.630 3.197 -0.189
C 0.245 1.633 2.235 -0.231
H 0.094 3.585 -0.544 0.238
H 0.168 5.361 1.193 0.232
H 0.304 4.737 3.581 0.231
H 0.344 2.358 4.242 0.232
H 0.236 0.588 2.514 0.231
S -0.990 -3.568 -0.310 0.003
C -0.525 -3.061 -1.857 0.129
N -1.356 -2.885 -2.937 -0.586
C -0.596 -2.617 -4.164 -0.228
C 0.769 -2.158 -3.628 -0.224
N 0.691 -2.476 -2.189 -0.596
H -2.229 -3.389 -2.952 0.444
H -1.074 -1.841 -4.755 0.234
H -0.520 -3.524 -4.765 0.215
H 0.910 -1.089 -3.757 0.226
H 1.598 -2.685 -4.096 0.226
H 1.510 -2.711 -1.642 0.448

No. 6
53
Properties=species:S:1:pos:R:3:nbo_charge:R:1 method="wB97M-V/def2-TZVPD" e_homo_ha="-0.103 / -0.029" gap_ha="0.2487 / 0.1722" e_above_lowest_ev=0.0000 charge=-2 total_energy_ev=-48025.490
Rb -1.059 0.688 -0.438 0.930
O -2.610 -3.080 -1.378 -0.778
C -1.640 -2.530 -0.815 0.780
O -1.671 -1.824 0.215 -0.790
C -0.266 -2.675 -1.467 -0.196
C 0.511 -3.774 -1.252 -0.160
C 1.791 -3.864 -1.838 -0.081
C 2.296 -2.844 -2.611 -0.142
C 1.513 -1.719 -2.813 -0.073
C 0.175 -1.577 -2.318 0.427
O -0.596 -0.628 -2.574 -0.740
N 2.118 -0.664 -3.601 0.523
O 1.740 0.483 -3.442 -0.385
O 3.017 -0.972 -4.379 -0.454
N 2.597 -5.036 -1.625 0.532
O 2.166 -5.917 -0.889 -0.438
O 3.734 -5.062 -2.090 -0.445
H 0.151 -4.580 -0.629 0.235
H 3.279 -2.906 -3.047 0.257
C 4.978 0.307 0.446 -0.277
C 3.988 0.431 -0.526 -0.204
C 2.756 0.962 -0.205 -0.236
C 2.465 1.388 1.101 0.106
C 3.470 1.264 2.075 -0.223
C 4.701 0.730 1.741 -0.233
N 1.193 1.882 1.326 -0.332
N 1.033 2.367 2.544 -0.375
C -0.215 2.821 2.815 0.314
C -0.400 3.417 4.094 -0.262
C -1.617 3.928 4.442 -0.204
C -2.675 3.851 3.520 -0.365
C -2.410 3.237 2.310 0.051
N -1.242 2.726 1.942 -0.515
H 5.941 -0.119 0.199 0.191
H 4.178 0.112 -1.543 0.205
H 2.002 1.057 -0.976 0.219
H 3.256 1.585 3.084 0.216
H 5.461 0.631 2.510 0.185
H 0.450 3.450 4.760 0.207
H -1.757 4.384 5.417 0.188
H -3.661 4.238 3.738 0.194
H -3.203 3.141 1.573 0.179
N -3.575 -0.621 -2.519 -0.843
C -3.871 0.334 -1.606 0.689
O -3.505 1.496 -1.707 -0.678
C -4.610 -0.190 -0.371 -0.626
C -4.813 0.828 0.681 -0.272
H -2.790 -0.387 -3.115 0.415
H -3.501 -1.576 -2.161 0.436
H -4.018 -1.034 -0.002 0.282
H -5.565 -0.617 -0.716 0.225
H -4.436 0.676 1.678 0.177
H -5.251 1.783 0.440 0.164